1.
Below is C20H26HgN2O10 as an isolated structure, with properties calculated with ωB97M-V with the def2-TZVPD basis set.

```
59
C20H26HgN2O10 ωB97M-V with the def2-TZVPD basis set
Hg 0.2752 -0.1096 -0.7182
C -2.1279 3.1737 -5.3107
C -1.3393 2.1315 -4.4533
C 0.2166 2.0848 -4.7943
O 0.9678 1.7184 -3.9229
C 0.6589 2.7258 -6.0399
C -0.2162 3.4652 -6.8170
C -1.6774 3.7641 -6.3650
O -2.4756 4.6712 -6.8679
O 0.3887 3.9426 -7.8919
O -1.7980 1.4113 -3.4820
H -3.1234 3.3789 -4.9456
H 1.6715 2.5353 -6.3635
C 0.0270 -2.4265 6.1635
C -1.3083 -2.2835 6.7737
C -2.5905 -2.0480 5.8168
O -3.6496 -1.7184 6.3761
C -2.4458 -2.1352 4.4042
C -1.1346 -2.0815 3.8883
C 0.0508 -2.3813 4.8217
O 1.2602 -2.6212 4.3597
O -1.0818 -2.0844 2.5859
O -1.6493 -2.3084 7.9391
H 0.7725 -2.6876 6.9001
H -3.2802 -1.9181 3.7538
C 0.9634 4.2864 3.0027
C 0.2199 2.9865 2.4217
C -1.1992 3.3076 1.9236
O -1.6810 2.2202 1.1095
C -3.1523 2.1582 1.0344
N 1.1548 2.4245 1.4037
H 1.9971 4.0392 3.2446
H 0.5893 4.6176 3.9714
H 0.9207 5.1240 2.3064
H 0.2290 2.2290 3.2054
H -1.1668 4.2840 1.4403
H -1.8918 3.4558 2.7522
H -3.6143 2.8093 0.2923
H -3.6341 2.2387 2.0088
H -3.3521 1.1643 0.6341
H 1.3948 3.1024 0.6945
H 2.0472 2.2077 1.8241
C 4.1263 -4.0048 -1.4088
C 2.8248 -3.2050 -1.5988
C 1.4806 -4.0100 -1.8759
O 0.5240 -2.9906 -2.3692
C -0.6828 -3.6657 -2.5860
N 2.7939 -2.2888 -0.5445
H 3.9571 -4.7354 -0.6178
H 5.0363 -3.4335 -1.2254
H 4.3574 -4.5773 -2.3071
H 2.9276 -2.6188 -2.5120
H 1.1992 -4.4850 -0.9361
H 1.6306 -4.7952 -2.6170
H -1.2053 -3.9532 -1.6736
H -0.6596 -4.3767 -3.4119
H -1.3364 -2.8849 -2.9749
H 3.7626 -2.0796 -0.7394
H 3.0478 -2.7498 0.3176
```

Energy above the lowest of the compared OMol25 structures with the same formula, charge and spin   233.24 kcal/mol
Net charge   -2

---

2.
Below is C3H6N2 in the gas phase, with properties calculated with ωB97M-V with the def2-TZVPD basis set.

```
11
C3H6N2 ωB97M-V with the def2-TZVPD basis set
C 2.0314 0.6436 -0.4289
C 0.9464 0.8083 0.2838
C -0.2175 0.0499 -0.0979
N -1.2968 -0.0160 0.5842
N -2.3711 -0.8886 0.1922
H 2.9678 1.1905 -0.3305
H 1.9684 -0.0763 -1.3045
H 0.8555 1.5369 1.0596
H 0.0708 -0.6004 -0.9106
H -1.9534 -1.7956 -0.0276
H -3.0016 -0.8524 0.9802
```

Energy above the lowest of the compared OMol25 structures with the same formula, charge and spin   51.40 kcal/mol
Net charge   0

---

3.
Below is C31H32F4N7Pm as an isolated structure, with properties calculated with ωB97M-V with the def2-TZVPD basis set.

```
75
C31H32F4N7Pm ωB97M-V with the def2-TZVPD basis set
Pm -0.2240 0.2545 0.0641
C -0.7928 4.1382 2.9221
C 0.2222 3.9563 3.8466
C 0.9480 2.7793 3.9112
C 0.6781 1.7783 2.9686
N -0.2643 1.9534 2.0308
C -1.0010 3.0930 2.0169
C 1.3514 0.4378 3.0804
C 1.9998 0.0637 4.2545
C 2.5259 -1.2145 4.3295
C 2.4775 -2.0804 3.2270
C 1.7897 -1.6486 2.0811
N 1.1878 -0.4204 2.0396
C 1.5961 -2.4305 0.8339
C 2.2331 -3.6734 0.7161
C 2.0619 -4.3516 -0.4947
C 1.2057 -3.8532 -1.4765
C 0.6301 -2.6334 -1.1958
N 0.8396 -1.9249 -0.1114
H -1.3746 5.0479 2.8305
H 0.4361 4.7301 4.5900
H 1.7279 2.5963 4.6231
H -1.7404 3.1276 1.2374
H 2.0258 0.6971 5.1300
H 2.9849 -1.5172 5.2774
H 2.8679 -3.0497 3.3212
H 2.9543 -4.0667 1.4510
H 2.6066 -5.2242 -0.7273
H 0.9734 -4.3585 -2.4127
H -0.1204 -2.1965 -1.8788
C 2.2115 3.5681 0.1138
C 2.8077 2.2761 -0.3039
N 1.9471 1.3901 -1.1536
C 2.7488 0.2028 -1.6031
C 3.8765 0.4132 -2.6108
C 1.4040 2.1511 -2.3152
C 0.4383 1.3252 -3.1246
N -0.4799 0.6023 -2.2012
C -1.7557 0.4049 -2.6617
C -2.8887 0.7050 -1.8772
F -2.6145 1.2528 -0.6312
C -4.1728 0.4134 -2.2694
F -5.1302 0.7173 -1.3834
C -4.4077 -0.1781 -3.4996
C -3.3033 -0.4242 -4.3185
F -3.5297 -1.0040 -5.5014
C -1.9953 -0.1680 -3.9190
F -0.9347 -0.5690 -4.6279
H 2.8202 4.0874 0.8481
H 1.1861 3.4861 0.5508
H 2.0593 4.2734 -0.7351
H 3.0452 1.7072 0.6404
H 3.7603 2.4390 -0.8328
H 2.0676 -0.4959 -2.0638
H 3.1781 -0.3155 -0.7138
H 3.6166 0.7954 -3.5635
H 4.4280 -0.5317 -2.7770
H 4.5693 1.1080 -2.1965
H 2.2262 2.4918 -2.9268
H 0.9197 2.9947 -1.9273
H 0.9467 0.6149 -3.7646
H -0.1020 1.9544 -3.7935
H -5.3979 -0.4361 -3.9227
C -5.2745 -2.9237 0.4866
N -4.0314 -2.3832 0.9049
C -3.4813 -2.4167 2.1667
C -2.3558 -1.6718 2.1108
N -2.1718 -1.2382 0.8212
C -3.1860 -1.6644 0.1402
H -5.9650 -2.8019 1.2776
H -5.2011 -3.9595 0.1610
H -5.6062 -2.4095 -0.4092
H -4.0297 -2.7811 2.9669
H -1.6234 -1.4822 2.8532
H -3.4248 -1.5297 -0.8996
```

DFT total energy   -70510.88192 eV
Multiplicity   5
<S²>   6.01
Net charge   +2

---

> What is the net charge in the first record?

-2